1.
The following is a DFT calculation (ωB97M-V/def2-TZVPD) of C3H7N3O2 as an isolated structure at a distorted geometry.

Computed properties:
Energy above the lowest of the compared OMol25 structures with the same formula, charge and spin: 208.8 kcal per mole
Kohn-Sham gap: 9.21 eV
Highest occupied orbital energy: -8.5 eV
Largest force on an atom: 5.88 eV/A
Total energy: -11782.261 eV

```
! RIJCOSX wB97M-V def2-TZVPD def2/J DEFGRID3
* xyz 0 1
C 0.659 2.216 -1.238
C -0.122 0.223 -0.142
C -1.024 -1.246 1.833
H 1.195 1.488 -2.079
H 0.105 3.099 -1.526
H 1.565 2.622 -0.283
H -1.941 0.356 0.907
H -1.566 -0.846 2.975
H -0.480 -2.940 0.227
H 1.781 -1.826 -1.180
N -1.105 -0.257 0.751
N -0.834 -2.579 1.419
N 0.931 -0.251 -0.675
O -0.544 1.387 -0.686
O 1.381 -1.446 -0.302
*
```

---

2.
The following is a DFT calculation (ωB97M-V/def2-TZVPD) of a 2-piece molecular cluster, C3H3O2 overall at a distorted geometry.

Computed properties:
Energy above the lowest of the compared OMol25 structures with the same formula, charge and spin: 10.1 kcal per mole
Kohn-Sham gap: 11.17 eV
Highest occupied orbital energy: -17.1 eV
Largest force on an atom: 3.49 eV/A
Total energy: -7245.206 eV

```
! RIJCOSX wB97M-V def2-TZVPD def2/J DEFGRID3
* xyz 1 1
C 0.337 0.179 0.052
C 0.591 1.513 -0.059
C -3.479 0.450 -0.016
O 0.762 2.611 0.011
O -4.601 0.532 -0.019
H -0.765 0.137 0.023
H 0.762 -0.459 0.971
H 0.503 -0.191 -0.994
*
```

---

3.
The following is a DFT calculation (ωB97M-V/def2-TZVPD) of C4H6O2 as an isolated structure.

Computed properties:
Energy above the lowest of the compared OMol25 structures with the same formula, charge and spin: 131.3 kcal per mole
Kohn-Sham gap: 9.46 eV
Highest occupied orbital energy: -9.0 eV
Largest force on an atom: 0.41 eV/A
Total energy: -8334.766 eV

```
! RIJCOSX wB97M-V def2-TZVPD def2/J DEFGRID3
* xyz 0 1
O 2.613 -0.528 0.374
C 1.438 -0.700 0.161
C 0.274 -0.006 -0.098
C -1.200 -0.380 -0.086
O -1.541 1.009 0.055
C -0.163 1.417 0.113
H 1.075 -1.921 -0.171
H 0.885 -1.321 -0.962
H -1.619 -0.809 -1.005
H -1.530 -0.972 0.777
H 0.105 1.852 1.084
H 0.095 2.121 -0.688
*
```

---

4.
The following is a DFT calculation (ωB97M-V/def2-TZVPD) of one molecule with the formula C2H2Cl2O2 at a distorted geometry.

Computed properties:
Energy above the lowest of the compared OMol25 structures with the same formula, charge and spin: 39.8 kcal per mole
Kohn-Sham gap: 11.83 eV
Highest occupied orbital energy: -11.1 eV
Largest force on an atom: 4.85 eV/A
Structure (SMILES): O=COC(Cl)Cl
Total energy: -31245.282 eV

```
! RIJCOSX wB97M-V def2-TZVPD def2/J DEFGRID3
* xyz 0 1
C 0.439 -0.057 -0.831
C -1.115 0.577 1.097
O 1.371 -0.056 -0.072
O -0.825 0.232 -0.431
Cl -1.819 2.089 1.181
Cl -2.281 -0.665 1.690
H 0.314 -0.364 -1.870
H -0.033 0.406 1.530
*
```

---

5.
The following is a DFT calculation (ωB97M-V/def2-TZVPD) of C3CrO3 as an isolated structure at a distorted geometry.

Computed properties:
Energy above the lowest of the compared OMol25 structures with the same formula, charge and spin: 0.0 kcal per mole
Kohn-Sham gap (spin up / spin down): 7.67 / 8.61 eV
Highest occupied orbital energy (spin up / spin down): -21.1 / -22.1 eV
Largest force on an atom: 12.73 eV/A
Total energy: -37649.473 eV

```
! RIJCOSX wB97M-V def2-TZVPD def2/J DEFGRID3
* xyz 2 5
C 0.465 0.145 0.987
C 0.864 1.295 1.549
O 1.207 2.103 2.329
O -0.077 -0.796 -2.288
O -0.827 0.308 0.748
C -0.092 -0.582 -3.403
Cr -0.157 -1.355 -0.289
*
```

---

6.
The following is a DFT calculation (ωB97M-V/def2-TZVPD) of one molecule with the formula C3H5Cl2F at a distorted geometry.

Computed properties:
Energy above the lowest of the compared OMol25 structures with the same formula, charge and spin: 7.6 kcal per mole
Kohn-Sham gap: 11.60 eV
Highest occupied orbital energy: -10.7 eV
Largest force on an atom: 3.25 eV/A
Structure (SMILES): FC(CCl)CCl
Total energy: -30954.159 eV

```
! RIJCOSX wB97M-V def2-TZVPD def2/J DEFGRID3
* xyz 0 1
C 0.343 1.107 0.635
C -0.534 0.140 -0.261
C -0.028 -1.327 -0.270
H 1.290 0.594 0.588
H -0.117 1.192 1.624
H -0.632 0.512 -1.253
H -0.242 -1.777 0.692
H -0.550 -1.847 -1.070
F -1.754 0.036 0.232
Cl 0.566 2.735 -0.027
Cl 1.658 -1.366 -0.892
*
```

---

7.
The following is a DFT calculation (ωB97M-V/def2-TZVPD) of a 7-piece molecular cluster, C35H66BrCl12FN7O4P2S3 overall at a distorted geometry.

Computed properties:
Energy above the lowest of the compared OMol25 structures with the same formula, charge and spin: 0.0 kcal per mole
Kohn-Sham gap: 7.17 eV
Highest occupied orbital energy: -9.9 eV
Largest force on an atom: 3.67 eV/A
Total energy: -330092.443 eV

```
! RIJCOSX wB97M-V def2-TZVPD def2/J DEFGRID3
* xyz 1 1
C 0.687 5.842 -3.971
C -0.241 5.324 -3.415
C -1.452 4.669 -2.742
C -1.005 3.804 -1.485
C -2.141 2.737 -1.227
C -1.770 1.554 -0.268
N -1.255 2.062 1.010
P -2.081 1.654 2.479
O -1.042 0.760 3.430
O -2.413 3.107 3.228
S -3.743 0.714 2.295
C 0.177 1.952 0.931
N 1.036 2.512 1.753
C 0.751 3.396 2.889
C 0.390 4.846 2.352
O 1.299 5.562 2.105
F -0.890 5.295 2.213
N 0.501 1.178 -0.188
C 1.842 0.564 -0.245
C 3.010 1.521 -0.664
C 2.759 2.313 -2.006
C 3.932 2.105 -3.071
N 3.445 1.303 -4.220
C 2.603 2.051 -5.133
N 1.823 1.380 -5.894
N 2.580 3.520 -5.218
C -0.675 0.475 -0.724
C -1.226 -0.833 -0.025
C -0.266 -2.077 0.054
C -0.923 -3.400 -0.533
S 0.123 -4.896 -0.302
C 1.897 -4.409 -0.233
S 2.609 -3.678 -1.540
N 2.575 -4.748 0.993
C 3.386 -5.984 0.896
C 4.685 -5.885 0.012
C 3.308 -3.607 1.588
C 2.310 -2.832 2.556
P -0.926 0.167 -2.562
O -0.403 1.524 -3.428
Br 0.485 -1.463 -3.296
H 1.388 6.255 -4.715
H -2.252 5.410 -2.463
H -1.925 4.010 -3.524
H 0.021 3.382 -1.596
H -1.012 4.520 -0.610
H -2.541 2.415 -2.224
H -2.994 3.291 -0.733
H -2.698 0.935 -0.293
H -1.289 -0.187 3.380
H -2.276 3.031 4.193
H 2.026 2.321 1.566
H 0.030 2.999 3.638
H 1.714 3.549 3.445
H 2.054 0.055 0.743
H 1.805 -0.231 -1.042
H 3.342 2.257 0.113
H 3.904 0.857 -0.846
H 1.817 2.041 -2.545
H 2.731 3.421 -1.796
H 4.803 1.543 -2.640
H 4.325 3.117 -3.368
H 4.213 0.840 -4.706
H 1.307 2.088 -6.433
H 2.297 3.869 -4.288
H 3.577 3.783 -5.281
H -2.129 -1.151 -0.626
H -1.621 -0.661 1.013
H 0.718 -1.980 -0.459
H -0.043 -2.319 1.133
H -1.890 -3.587 0.008
H -1.143 -3.231 -1.617
H 3.733 -6.210 1.947
H 2.780 -6.878 0.589
H 4.350 -5.881 -1.066
H 5.286 -4.957 0.165
H 5.329 -6.805 0.103
H 3.817 -2.936 0.852
H 4.098 -4.052 2.257
H 1.329 -3.380 2.587
H 2.090 -1.786 2.205
H 2.679 -2.818 3.634
H -0.869 1.512 -4.288
Cl -0.735 -8.556 -2.501
C -2.438 -8.704 -1.997
C -3.186 -7.398 -2.132
Cl -2.625 -6.180 -0.957
H -2.455 -9.070 -0.971
H -2.894 -9.458 -2.638
H -4.247 -7.558 -1.941
H -3.080 -6.977 -3.132
Cl 1.695 -4.564 5.270
C 0.125 -4.707 6.103
C -1.037 -4.577 5.141
Cl -1.179 -2.917 4.489
H 0.087 -3.948 6.884
H 0.107 -5.685 6.578
H -1.970 -4.794 5.652
H -0.942 -5.264 4.301
Cl 4.859 8.108 0.037
C 3.430 9.146 0.279
C 2.196 8.343 0.625
Cl 1.628 7.361 -0.749
H 3.284 9.735 -0.626
H 3.668 9.827 1.096
H 1.381 9.016 0.892
H 2.376 7.676 1.466
Cl -1.996 -7.160 6.432
C -3.576 -7.293 7.249
C -4.727 -7.150 6.281
Cl -4.856 -5.494 5.634
H -3.615 -6.537 8.033
H -3.607 -8.275 7.721
H -5.666 -7.366 6.792
H -4.631 -7.836 5.441
Cl 4.170 4.195 -8.576
C 2.662 4.181 -9.528
C 1.871 5.459 -9.362
Cl 1.191 5.617 -7.722
H 2.082 3.309 -9.227
H 2.949 4.057 -10.572
H 1.029 5.465 -10.055
H 2.482 6.338 -9.561
Cl -7.436 -0.023 5.900
C -7.298 1.476 4.946
C -8.331 1.549 3.845
Cl -8.034 0.349 2.563
H -6.285 1.529 4.547
H -7.437 2.306 5.639
H -8.297 2.532 3.373
H -9.338 1.392 4.229
*
```

---

8.
The following is a DFT calculation (ωB97M-V/def2-TZVPD) of a 2-piece molecular cluster, C2H11N3O overall at a distorted geometry.

Computed properties:
Energy above the lowest of the compared OMol25 structures with the same formula, charge and spin: 51.5 kcal per mole
Kohn-Sham gap: 10.28 eV
Highest occupied orbital energy: -9.2 eV
Largest force on an atom: 1.59 eV/A
Structure (SMILES): COC.NNN
Total energy: -8767.583 eV

```
! RIJCOSX wB97M-V def2-TZVPD def2/J DEFGRID3
* xyz 0 1
C -0.156 -1.752 -0.494
C -0.690 -1.383 1.799
O 0.338 -1.445 0.849
H -1.256 -2.324 1.835
H -0.227 -1.211 2.769
H -0.961 -1.065 -0.763
H 0.677 -1.714 -1.195
H -0.541 -2.781 -0.464
H -1.392 -0.568 1.574
N 0.473 1.050 -0.531
N 1.621 1.541 -1.183
N -0.613 1.939 -0.357
H 0.747 0.675 0.379
H -1.057 2.098 -1.258
H 1.945 2.440 -0.812
H 1.422 1.652 -2.174
H -0.330 2.849 0.025
*
```